(1)
# C3H2N2O4S

An isolated ion of composition C3H2N2O4S and charge -2 at a distorted geometry (the ωB97M-V functional and the def2-TZVPD basis, the OMol25 dataset).

Atoms and positions in Å:
C (0.757, -0.945, -1.425)
C (1.471, -0.853, -2.399)
C (0.042, -0.586, 0.895)
N (0.388, -1.416, -0.162)
N (-0.071, 0.723, 0.584)
O (1.761, -0.740, -3.566)
O (-0.757, 3.186, 1.485)
O (-0.191, -1.197, 1.959)
O (-2.310, 1.361, 1.961)
S (-1.458, 1.973, 0.899)
H (0.089, 0.812, -0.475)
H (0.279, -2.318, 0.241)

Properties
- gap between HOMO and LUMO (eV) = 5.62
- charge = -2
- highest occupied orbital energy (eV) = 0.511

=====

(2)
# C32H53AlNP2

C32H53AlNP2 as an isolated structure at a distorted geometry (the ωB97M-V functional and the def2-TZVPD basis, the OMol25 dataset).

Atoms and positions in Å:
Al (1.247, 1.212, 0.165)
C (1.352, -0.728, 1.399)
C (0.924, 0.517, 2.028)
C (-0.865, -0.371, 0.766)
C (0.267, -1.234, 0.608)
C (-0.458, 0.743, 1.591)
C (2.595, -1.470, 1.758)
H (3.403, -0.752, 1.956)
H (2.902, -2.127, 0.940)
H (2.488, -2.087, 2.667)
C (0.205, -2.590, 0.031)
H (1.204, -2.955, -0.258)
H (-0.437, -2.612, -0.860)
H (-0.216, -3.313, 0.755)
C (-2.213, -0.692, 0.355)
H (-2.651, -1.498, 0.960)
H (-2.227, -1.162, -0.884)
H (-2.899, 0.172, 0.365)
C (-1.353, 1.753, 2.225)
H (-1.726, 1.456, 3.223)
H (-2.217, 1.938, 1.582)
H (-0.791, 2.689, 2.362)
C (1.648, 1.248, 3.110)
H (1.487, 0.832, 4.117)
H (1.321, 2.291, 3.120)
H (2.722, 1.228, 2.904)
C (3.397, 2.536, -4.015)
C (4.279, 2.507, -2.989)
C (4.961, 3.697, -2.409)
C (4.058, 4.958, -2.330)
C (2.636, 4.691, -1.994)
C (1.659, 4.643, -2.945)
C (1.865, 4.516, -4.409)
C (3.131, 3.744, -4.838)
H (5.849, 3.934, -3.031)
H (4.118, 5.534, -3.269)
H (5.364, 3.484, -1.405)
H (4.014, 4.404, -4.872)
H (3.023, 1.610, -4.468)
H (4.815, 1.571, -2.817)
H (2.977, 3.414, -5.884)
H (0.991, 4.019, -4.892)
H (0.633, 4.935, -2.720)
H (1.885, 5.533, -4.865)
H (4.491, 5.619, -1.562)
H (2.409, 4.774, -0.928)
P (2.406, 0.460, -1.739)
C (2.951, -0.687, -3.022)
C (3.754, 1.158, -0.666)
P (-0.172, 2.452, -1.345)
C (1.382, 1.939, -2.354)
C (-0.013, 4.001, -0.369)
C (-1.564, 2.580, -2.490)
H (2.051, -1.184, -3.445)
H (3.577, -1.474, -2.553)
H (3.518, -0.189, -3.830)
H (3.863, 2.246, -0.781)
H (4.682, 0.647, -0.955)
H (3.579, 0.945, 0.408)
H (-1.264, 3.115, -3.410)
H (-2.410, 3.114, -2.012)
H (-1.913, 1.566, -2.762)
H (1.117, 1.853, -3.415)
H (2.127, 2.712, -2.190)
H (-0.977, 4.182, 0.140)
H (0.241, 4.882, -0.968)
H (0.749, 3.889, 0.425)
C (-2.456, -5.115, -1.257)
N (-3.206, -4.103, -0.537)
C (-3.895, -4.640, 0.622)
C (-4.015, -3.237, -1.355)
C (-3.190, -2.548, -2.425)
C (-3.349, -2.927, -3.776)
C (-2.492, -2.406, -4.742)
C (-1.512, -1.486, -4.369)
C (-1.406, -1.069, -3.025)
C (-2.266, -1.588, -2.070)
H (-1.904, -5.718, -0.527)
H (-1.743, -4.650, -1.943)
H (-3.111, -5.779, -1.848)
H (-4.337, -3.824, 1.224)
H (-4.719, -5.344, 0.362)
H (-3.166, -5.182, 1.242)
H (-4.833, -3.803, -1.837)
H (-4.449, -2.479, -0.693)
H (-4.126, -3.641, -4.070)
H (-2.592, -2.738, -5.776)
H (-0.846, -1.105, -5.138)
H (-0.643, -0.329, -2.759)

Properties
- gap between HOMO and LUMO (alpha / beta) (eV) = 6.09 / 6.17
- charge = +1
- highest occupied orbital energy (alpha / beta) (eV) = -9.403 / -8.653

=====

Number 1: E -25146.704 eV. Number 2: E -60695.326 eV.